(1)
DFT (wB97M-V/def2-TZVPD) results for an isolated molecule of C3H7NO3 at a distorted geometry.

F_max ... 5.334 eV/A
SMILES ... O=C(O)CCNO
Orbital gap ... 10.0 eV
Energy relative to the best compared isomer or geometry (same formula, charge and spin) ... 3.877 eV
Spin multiplicity ... 1

Last column: Mulliken charge in e.
Positions of all 14 atoms, in Å:
C1 -0.49945 -0.30684 0.01175  -0.925
C2 0.77972 0.40678 0.22640  -0.313
C3 1.37234 0.75843 -1.19499  0.525
H1 -2.80231 -1.06650 1.62394  0.319
H2 -0.48397 -1.41251 1.85437  0.243
H3 -0.38377 -1.17256 -0.59102  0.414
H4 -1.28641 0.09618 -0.43262  0.574
H5 1.45726 -0.40046 0.70556  0.268
H6 0.50219 1.33540 0.93094  0.255
H7 1.59461 2.08085 -2.29725  0.316
N1 -1.04857 -0.78321 1.36289  -0.339
O1 -2.16045 -1.53311 1.22216  -0.413
O2 1.22226 2.03918 -1.43861  -0.408
O3 1.73655 -0.04165 -1.98353  -0.517

=====

(2)
DFT (wB97M-V/def2-TZVPD) results for the ion C3H7NO3P with charge -1 at a distorted geometry.

F_max ... 5.014 eV/A
Orbital gap ... 7.8 eV
Energy relative to the best compared isomer or geometry (same formula, charge and spin) ... 4.779 eV
Total charge ... -1
Spin multiplicity ... 1

Last column: Mulliken charge in e.
Positions of all 15 atoms, in Å:
C1 -1.68804 -1.00467 0.26979  -1.491
C2 -0.62050 1.15126 -0.05775  -1.334
C3 -0.33270 -0.31246 0.42942  0.278
N1 2.31753 0.54771 -0.40090  0.557
O1 1.49475 -2.10004 -0.43076  -0.556
O2 3.27800 0.38239 -1.18052  -0.582
O3 2.48310 1.35783 0.55619  -0.581
P1 0.94293 -0.88712 -0.94353  0.103
H1 -1.50066 -2.05328 0.58000  0.351
H2 -2.34671 -0.43667 0.89175  0.401
H3 -2.14747 -0.86798 -0.67507  0.384
H4 0.29950 1.75037 0.21075  0.342
H5 -1.44928 1.58614 0.45819  0.436
H6 -0.74480 1.28418 -1.18923  0.319
H7 0.01435 -0.39765 1.48167  0.373